Record 1
The molecule C9H10Si at a distorted geometry, computed with the ωB97M-V functional and the def2-TZVPD basis.

Geometry as XYZ:
```
20
Properties=species:S:1:pos:R:3:forces:R:3
C 2.8434 -0.4601 0.1976 2.02 1.81 0.40
C 2.7102 0.9250 0.0855 2.41 0.57 0.04
C 1.6939 -1.1850 0.1116 -2.52 -1.92 -0.38
C 1.4739 1.4702 -0.1589 -2.56 -0.89 0.41
C 0.3299 -0.7244 -0.0380 4.16 4.13 0.72
C 0.2398 0.7656 -0.1112 1.84 -1.85 -0.17
C -0.7220 -1.5410 0.1090 -3.64 0.96 -0.87
C -2.1869 -1.1585 -0.2366 1.21 -1.26 2.29
C -0.9808 1.4531 -0.0322 -0.90 -0.58 -0.29
Si -2.6203 0.6558 0.2186 0.09 -1.35 -1.49
H 3.8715 -0.8868 0.4087 -1.61 0.26 -0.36
H 3.5672 1.6848 0.1931 -1.17 -1.64 -0.24
H 1.7501 -2.2610 0.1733 0.24 -0.31 0.11
H 1.3602 2.5105 -0.2264 0.09 1.42 -0.12
H -0.5120 -2.5398 0.1335 0.38 -2.66 0.43
H -2.1938 -1.0633 -1.2927 -0.31 -0.07 -1.35
H -0.9259 2.4825 -0.2316 0.08 1.43 -0.06
H -3.2046 1.0612 1.4537 -0.34 0.00 1.13
H -2.7965 -2.0700 0.0461 0.21 1.45 -0.29
H -3.6974 0.8812 -0.8031 0.31 0.49 0.11
```
Positions in Å, forces in eV/Å.

Calculated values
LUMO level (alpha / beta) = 0.953 / -1.747 eV
frontier orbital gap (alpha / beta) = 7.12 / 7.69 eV
energy relative to the best compared isomer or geometry (same formula, charge and spin) = 0.00 kcal per mole
<S²> = 2.0240
total charge = 0
spin multiplicity = 3

---

Record 2
A structure of composition C9H11B2CuF4N6 at a distorted geometry, computed with the ωB97M-V functional and the def2-TZVPD basis.

Geometry as XYZ:
```
33
Properties=species:S:1:pos:R:3:forces:R:3
Cu 0.0000 0.0000 0.0000 -0.44 2.68 1.85
C -1.4254 -3.8354 0.6915 -0.12 -0.87 0.16
C -1.7732 -2.5110 0.5085 0.59 0.75 -0.01
N -0.6570 -1.7561 0.4934 -1.74 -1.05 0.05
N 0.3753 -2.5698 0.6509 -0.09 -1.50 0.24
C -0.0514 -3.8379 0.7841 -0.09 -0.81 0.06
B 1.8166 -2.0613 0.7186 -0.44 0.44 -0.22
N 2.1980 -1.4025 -0.6084 1.21 -0.69 -0.64
C 3.1815 -1.7675 -1.4496 0.60 -0.38 -0.40
C 3.1939 -0.8770 -2.5000 0.71 -0.35 -0.41
C 2.1819 0.0220 -2.2241 -0.55 0.05 0.76
N 1.5921 -0.3157 -1.0605 0.85 0.61 -1.74
N 1.8346 -0.9642 1.7616 0.98 -0.24 1.20
C 2.5541 -0.8687 2.8916 0.56 -0.12 0.69
C 2.2153 0.3190 3.5021 0.47 -0.07 0.61
C 1.2714 0.8976 2.6722 -0.31 -0.35 -0.77
N 1.0553 0.0923 1.6130 0.83 1.29 2.40
H -2.0896 -4.6868 0.7544 0.11 0.05 -0.02
H -2.7762 -2.1215 0.3983 0.37 0.40 -0.10
H 0.5855 -4.6997 0.9387 0.25 0.37 -0.05
H 2.5676 -2.9530 0.9790 0.18 -0.20 0.07
H 3.8415 -2.6144 -1.3109 -0.30 0.02 0.33
H 3.8573 -0.8782 -3.3543 -0.05 -0.05 0.09
H 1.8968 0.8712 -2.8302 -0.38 -0.08 0.40
H 3.2677 -1.6022 3.2445 -0.14 -0.16 -0.35
H 2.6037 0.7145 4.4309 0.02 -0.08 -0.05
H 0.7743 1.8450 2.8308 -0.23 -0.22 -0.53
F -1.0399 0.3506 -3.8893 -0.78 -0.51 1.04
B -1.8286 -0.1263 -2.7649 -0.17 0.24 0.08
F -1.0274 -0.0712 -1.5530 -3.11 -0.38 -4.86
F -3.0047 0.7137 -2.6070 1.22 -0.99 -0.30
F -2.2424 -1.4982 -3.0104 0.38 1.32 0.18
H -0.6750 1.4633 0.3795 -0.40 0.89 0.24
```
Positions in Å, forces in eV/Å.

Calculated values
LUMO level (alpha / beta) = 5.112 / 5.112 eV
frontier orbital gap (alpha / beta) = 3.34 / 3.34 eV
total charge = -2
spin multiplicity = 1

---

Record 3
A structure of composition C9H11BrCaClFLiMgN2O7S at a distorted geometry, computed with the ωB97M-V functional and the def2-TZVPD basis.

Geometry as XYZ:
```
36
Properties=species:S:1:pos:R:3:forces:R:3
C 1.1348 -4.1886 -1.4259 0.02 0.31 0.83
C 0.9165 -2.7092 -1.5675 1.42 0.64 -1.05
C 1.8303 -1.9082 -2.4177 -1.01 -0.16 -0.76
N -0.0342 -1.9842 -1.0182 -1.60 -2.55 1.58
N -0.9496 -1.6045 -1.9769 -0.54 -2.66 -0.34
S -2.1300 -2.9426 -2.1023 -2.58 1.11 -1.07
O -1.6811 -3.8118 -3.0866 1.52 -1.58 -0.33
O -3.4855 -2.4302 -2.3753 1.38 1.24 1.62
F -2.2277 -3.6551 -0.6917 0.38 0.50 -0.64
H 1.6673 -4.5385 -2.3148 0.19 0.14 0.31
H 0.2010 -4.7549 -1.3606 0.02 0.33 0.16
H 1.7087 -4.4118 -0.5136 0.04 -0.04 -0.27
H 2.8559 -1.9773 -2.0257 -0.24 0.07 -0.04
H 1.8005 -2.3534 -3.4281 0.40 0.32 0.10
H 1.3778 -0.8756 -2.3752 1.79 -1.57 -0.26
H -1.4377 -0.7773 -1.6848 4.87 -1.85 -2.87
C 1.8027 2.1074 1.2699 -0.20 1.14 -0.15
C 1.4001 1.2838 0.2094 -0.19 -1.07 -0.36
C -0.1055 1.0726 0.1286 -0.28 0.10 0.72
O -0.6652 0.4035 -0.8234 0.89 1.05 3.38
C -0.9294 1.6170 1.1356 -1.06 0.28 -0.51
C -0.5377 2.4282 2.2074 1.23 0.01 -0.24
C 0.9470 2.7454 2.2587 1.06 -0.60 -0.50
O 1.4476 3.4989 3.0784 -0.70 0.51 0.09
O -1.3026 2.8906 3.0840 -0.06 -0.82 0.84
O 2.1042 0.7311 -0.6369 -0.11 0.14 0.16
H 2.8611 2.3182 1.4097 0.06 -0.35 0.03
H -1.9811 1.3536 1.0419 -0.14 0.17 0.42
Ca -2.6996 -0.3343 -0.9557 -5.70 1.74 2.53
O -0.8581 4.8171 5.3120 -0.20 0.42 0.08
H -1.1380 4.2694 6.0510 0.06 0.03 0.01
H -1.0482 4.2776 4.5391 0.14 0.04 0.03
Li 1.7468 4.0528 0.3490 0.29 -0.06 0.42
Cl -0.5610 1.8271 4.9610 -0.50 0.05 -0.77
Mg -2.1465 2.8786 -1.4083 -0.06 0.01 -0.30
Br 0.1163 0.6846 -2.8464 -0.58 2.96 -2.85
```
Positions in Å, forces in eV/Å.

Calculated values
LUMO level = -6.714 eV
frontier orbital gap = 3.73 eV
energy relative to the best compared isomer or geometry (same formula, charge and spin) = 0.00 kcal per mole
total charge = +1
spin multiplicity = 1

---

Record 4
The molecule C9H11BrN2 at a distorted geometry, computed with the ωB97M-V functional and the def2-TZVPD basis.

Geometry as XYZ:
```
23
Properties=species:S:1:pos:R:3:forces:R:3
C -2.4782 -1.8358 -0.2483 -1.47 0.54 0.40
C -1.1180 -2.3432 -0.0804 2.33 -1.05 -1.58
C -2.1878 0.4635 -0.8206 0.51 1.28 -0.53
C -1.8542 1.7079 -0.9122 0.41 3.68 0.47
C 1.9851 0.8593 0.3479 1.79 -1.40 0.63
C 1.6748 0.1927 -0.9633 -1.37 -0.49 -2.32
C 0.9098 0.0499 1.0747 -1.67 1.54 0.27
C -1.8873 -1.9504 1.1153 0.99 1.10 1.40
C 0.6008 -0.6047 -0.2699 0.04 -1.42 0.60
N -2.7064 -0.5997 -0.9246 -1.38 -2.90 0.38
N -0.0632 -1.5691 -0.7418 -0.62 -0.29 0.43
Br -2.3767 -3.1371 2.6244 0.09 0.65 -1.25
H -3.1459 -2.6597 -0.3855 -0.83 0.21 -0.88
H -1.1386 -3.3959 -0.4390 0.64 0.72 0.77
H -2.4230 2.4994 -0.3594 0.20 -1.23 -0.19
H -1.0916 2.2721 -1.4970 -0.33 -1.52 0.24
H 2.9106 0.5564 0.7926 0.89 -0.81 0.01
H 2.2199 1.8701 0.3452 -1.05 2.34 -0.07
H 1.1586 0.9758 -1.6306 1.08 -1.48 0.26
H 2.3047 -0.6224 -1.4676 -0.23 1.96 0.36
H 1.4601 -0.4817 1.8333 -0.73 -0.85 0.38
H -0.0059 0.5679 1.4596 0.95 -0.22 0.04
H -1.5398 -0.9895 1.5024 -0.26 -0.40 0.18
```
Positions in Å, forces in eV/Å.

Calculated values
LUMO level = 0.718 eV
frontier orbital gap = 9.39 eV
SMILES = C=C=N[C@@H]1[C@@H](Br)[C@@H]1N=C1CCC1
energy relative to the best compared isomer or geometry (same formula, charge and spin) = 45.20 kcal per mole
total charge = 0
spin multiplicity = 1

---

Record 5
A cluster of 2 separate species, C9H11BrN3S in total at a distorted geometry, computed with the ωB97M-V functional and the def2-TZVPD basis.

Geometry as XYZ:
```
25
Properties=species:S:1:pos:R:3:forces:R:3
C 3.4814 1.3899 0.0412 -3.54 -2.09 0.05
C 2.7750 1.3591 -1.1588 0.26 0.06 -0.41
C 2.9703 0.7252 1.1440 -1.25 -0.95 -1.97
C 1.5858 0.6175 -1.2970 0.65 1.00 0.51
C 1.8124 -0.0104 1.0200 -0.39 1.06 -1.97
C 1.0806 -0.0196 -0.1511 0.37 0.56 -1.31
C -1.3905 -0.0083 -0.5990 0.43 2.64 -4.21
C -2.4648 -0.7535 -0.2652 -3.42 0.13 0.28
C -2.0003 -1.7401 0.5573 -0.79 -5.32 2.07
N -0.6830 -1.5809 0.5958 1.33 -0.08 0.31
N -0.2665 -0.5514 -0.1287 -0.50 1.47 -1.05
N -2.5375 -3.0545 1.0787 1.45 3.91 -2.17
S -4.2093 -0.4852 -0.6520 0.42 -2.57 2.72
Br -0.7230 3.4072 -0.5871 1.69 -0.12 -0.13
H 4.3593 1.7902 0.2810 3.54 2.32 -0.21
H 3.1350 1.9342 -2.0336 -0.19 -0.56 0.62
H 3.4611 0.7058 2.0445 1.21 0.16 1.98
H 1.1526 0.7407 -2.2809 -0.64 -0.58 0.23
H 1.2754 -0.4529 1.7592 -0.66 -1.11 2.94
H -1.4359 0.7626 -1.4767 0.58 -1.26 2.33
H 0.0621 -1.9363 1.1113 0.70 -1.71 1.41
H -3.4835 -3.1336 1.3569 -0.91 0.46 0.10
H -1.9342 -3.6046 1.6426 0.70 -0.10 0.40
H -2.0729 3.5623 -0.4660 -1.66 0.25 0.17
H -3.9498 0.3366 -1.5364 0.61 2.43 -2.69
```
Positions in Å, forces in eV/Å.

Calculated values
LUMO level = -3.332 eV
frontier orbital gap = 9.05 eV
energy relative to the best compared isomer or geometry (same formula, charge and spin) = 8.66 kcal per mole
total charge = +1
spin multiplicity = 1

---

Record 6
The ion C9H11BrNO with charge +1 at a distorted geometry, computed with the ωB97M-V functional and the def2-TZVPD basis.

Geometry as XYZ:
```
23
Properties=species:S:1:pos:R:3:forces:R:3
C 2.4432 -0.4573 -0.6790 2.75 -1.02 0.25
C 3.2777 1.6392 0.0584 1.19 -3.71 -0.96
C 3.6325 0.3538 -0.1466 -1.66 0.53 -1.10
C 1.2386 0.0280 -0.6965 1.26 0.67 0.40
C 1.5152 3.0832 -0.2123 -0.80 -0.13 0.83
C 0.8078 4.1357 0.0300 1.16 -1.26 1.10
C -0.9675 -2.6192 0.0882 3.03 3.94 4.24
C -1.7354 -1.2726 -0.0109 2.04 -1.54 -1.86
C -0.8935 -0.0433 0.2555 0.46 -4.02 2.15
N 2.0024 1.9493 -0.1783 -2.31 -0.24 -0.33
O 0.0251 0.1274 -0.8747 -0.19 0.07 0.10
Br 5.3886 -0.3390 -0.1254 -0.97 0.23 0.16
H 2.8239 -1.4639 -1.0122 -1.42 0.83 0.32
H 3.9028 2.3251 0.4202 2.50 2.77 1.28
H 0.3754 4.7782 -0.6127 -0.99 1.83 -2.77
H 0.7098 4.5172 1.0168 -0.03 -0.38 1.15
H -0.0282 -2.6191 -0.4583 0.54 0.41 0.22
H -1.4417 -3.3388 -0.3964 -2.75 -3.44 -1.29
H -0.7744 -2.7410 1.2337 -0.14 -0.70 -2.19
H -2.5032 -1.4197 0.7061 -1.30 0.70 0.11
H -1.9445 -1.3258 -1.0764 -1.38 0.83 0.03
H -1.4513 0.7861 0.3452 -1.83 3.18 -0.34
H -0.4759 -0.2204 1.2950 0.85 0.44 -1.48
```
Positions in Å, forces in eV/Å.

Calculated values
LUMO level = -4.357 eV
frontier orbital gap = 8.41 eV
energy relative to the best compared isomer or geometry (same formula, charge and spin) = 129.32 kcal per mole
total charge = +1
spin multiplicity = 1

---

Record 7
A cluster of 2 separate species, C9H11BrSi in total at a distorted geometry, computed with the ωB97M-V functional and the def2-TZVPD basis.

Geometry as XYZ:
```
22
Properties=species:S:1:pos:R:3:forces:R:3
C -3.5290 -1.7139 0.4676 -0.79 -0.45 -0.61
C -3.3061 -0.4471 0.9006 1.34 2.37 2.62
C -2.4815 -2.3143 -0.2731 -3.33 -1.98 0.19
C -2.0453 0.1666 0.7821 -0.69 0.38 -2.17
C -1.3039 -1.7023 -0.4765 2.52 -0.74 -1.01
C -1.0716 -0.4096 -0.0416 -0.30 0.94 1.26
C 0.1493 0.3888 -0.1729 1.93 -2.23 0.02
C 1.3914 -0.1381 -0.5411 -2.16 2.04 0.64
C 3.3225 2.5006 0.3370 -3.25 1.04 -1.36
Si 2.9587 0.7989 -0.3726 0.51 -0.09 -2.40
Br 4.4021 -0.8204 0.1595 0.06 0.46 0.14
H -4.5302 -2.1858 0.6404 1.23 0.24 -0.34
H -3.8467 0.2172 1.6016 -1.03 -1.18 -0.70
H -2.7923 -3.3024 -0.7057 1.08 0.84 0.44
H -1.9708 1.2404 1.0540 0.16 -0.93 0.17
H -0.4573 -2.2760 -0.9224 -0.90 0.59 -0.03
H -0.0710 1.3240 0.3483 1.14 0.22 -0.49
H 1.5023 -1.1227 -1.0253 -0.28 0.49 0.47
H 4.1413 2.9444 -0.1593 0.84 0.34 -1.15
H 2.4185 3.2888 0.2576 1.94 -2.03 0.30
H 3.6848 2.4081 1.3006 0.21 -0.18 2.43
H 3.4348 1.1548 -3.1587 -0.24 -0.16 1.58
```
Positions in Å, forces in eV/Å.

Calculated values
LUMO level (alpha / beta) = -0.643 / -0.701 eV
frontier orbital gap (alpha / beta) = 6.38 / 7.93 eV
energy relative to the best compared isomer or geometry (same formula, charge and spin) = 86.30 kcal per mole
total charge = 0
spin multiplicity = 1

---

Record 8
A structure of composition C9H11BrSi at a distorted geometry, computed with the ωB97M-V functional and the def2-TZVPD basis.

Geometry as XYZ:
```
22
Properties=species:S:1:pos:R:3:forces:R:3
C -3.6377 1.1586 -0.2080 1.38 -2.75 2.91
C -2.5846 2.0028 -0.7307 -2.10 0.38 -0.96
C -3.3057 0.1086 0.6242 0.04 1.81 -2.02
C -1.2631 1.7151 -0.3942 1.53 0.84 0.75
C -1.9226 -0.1741 0.9193 -2.18 -1.27 0.41
C -0.9695 0.6709 0.3787 3.00 2.84 -0.67
C 0.4420 0.4969 0.6974 2.53 0.11 0.56
C 0.9634 -0.6896 0.3635 2.23 0.06 0.38
C 3.4587 -2.1278 -1.0368 -0.57 -0.09 -0.82
Si 2.8596 -0.9859 0.4186 0.43 -0.11 1.36
Br 3.7799 0.9614 -0.0010 0.45 1.03 -0.50
H -4.6618 1.2962 -0.2832 -1.69 0.78 -0.76
H -2.8202 2.5734 -1.5871 -0.06 0.70 -0.80
H -4.0594 -0.5278 0.9801 -0.94 -0.68 0.58
H -0.5014 2.4576 -0.6242 0.05 -0.34 -0.15
H -1.6248 -0.8435 1.6720 0.12 -0.83 0.82
H 1.2225 1.3276 1.1133 -2.45 -1.75 -1.02
H 0.3790 -1.4278 -0.1553 -0.48 -0.33 0.10
H 3.2452 -1.6084 -2.0618 0.74 -0.35 1.98
H 4.5646 -2.3781 -0.9146 -1.57 0.22 -0.37
H 2.8083 -3.0450 -1.1891 1.00 0.68 0.72
H 3.6276 -0.9610 2.0190 -1.47 -0.94 -2.49
```
Positions in Å, forces in eV/Å.

Calculated values
LUMO level (alpha / beta) = 0.499 / -2.665 eV
frontier orbital gap (alpha / beta) = 5.77 / 6.53 eV
<S²> = 2.0076
total charge = 0
spin multiplicity = 3

---

Record 9
The molecule C9H11ClN2O at a distorted geometry, computed with the ωB97M-V functional and the def2-TZVPD basis.

Geometry as XYZ:
```
24
Properties=species:S:1:pos:R:3:forces:R:3
C 4.6398 -3.2038 2.6158 0.84 0.26 0.20
C 3.9703 -1.8222 2.5145 -0.88 -1.77 1.98
C 1.2714 -0.8761 0.7016 -0.46 1.46 0.21
C -0.6509 0.2960 -0.4002 0.82 0.41 0.46
C -1.1033 -0.7925 -1.1268 -0.94 -0.11 -1.21
C -2.2003 -0.6686 -1.9852 -0.61 0.93 0.70
C -2.8878 0.5728 -2.0915 -0.09 -1.74 -0.77
C -2.4145 1.6338 -1.3531 0.38 0.11 0.02
C -1.2967 1.5375 -0.5339 -0.73 -2.01 -0.78
H 3.9856 -4.0117 2.9494 -0.24 0.39 0.20
H 5.0010 -3.5340 1.6414 0.08 0.21 -0.11
H 5.5270 -3.1800 3.2975 -0.76 0.11 -0.48
H 3.5999 -1.4917 3.5255 0.10 -0.38 -0.80
H 4.6140 -1.0578 2.1997 1.15 0.98 -0.78
H 1.0184 -1.7819 0.2235 -0.27 -0.96 -0.50
H 0.6946 1.1439 0.9643 -0.26 -2.37 -1.05
H -0.6372 -1.7529 -1.1639 0.46 -0.32 0.49
H -2.5908 -1.5825 -2.4596 0.29 0.71 -0.03
H -3.7597 0.6485 -2.7696 0.65 0.15 0.66
H -0.9893 2.3586 0.0226 0.57 1.39 0.86
N 2.2558 -0.7725 1.4859 -0.28 0.91 0.11
N 0.4644 0.2205 0.4620 -0.15 2.25 0.63
O 2.8902 -1.9729 1.6208 0.40 -0.79 -0.03
Cl -3.2115 3.1664 -1.4752 -0.10 0.18 0.01
```
Positions in Å, forces in eV/Å.

Calculated values
LUMO level = 0.902 eV
frontier orbital gap = 8.88 eV
SMILES = CCO/N=C/Nc1cccc(Cl)c1
energy relative to the best compared isomer or geometry (same formula, charge and spin) = 68.45 kcal per mole
total charge = 0
spin multiplicity = 1

---

Number 1: molar mass 146.3 Da, DFT total energy -17369.1294 eV. Number 2: molar mass 364.4 Da, DFT total energy -75319.9208 eV. Number 3: molar mass 496.9 Da, DFT total energy -147011.0768 eV. Number 4: molar mass 227.1 Da, DFT total energy -82528.9008 eV. Number 5: molar mass 273.2 Da, DFT total energy -94850.7901 eV. Number 6: molar mass 229.1 Da, DFT total energy -83078.5485 eV. Number 7: molar mass 227.2 Da, DFT total energy -87427.7230 eV. Number 8: molar mass 227.2 Da, DFT total energy -87426.5697 eV. Number 9: molar mass 198.7 Da, DFT total energy -27059.6871 eV.